(1)
H25O12 | ωB97M-V/def2-TZVPD

Geometry as ORCA input:
```
! wB97M-V def2-TZVPD RIJCOSX def2/J DEFGRID3
* xyz 1 1
O 2.62414 -0.04347 -2.92056
H -3.58544 1.30568 2.26146
H -1.60965 -2.14670 0.71943
O -0.63016 0.80062 2.04071
H 1.26180 -0.02631 0.05300
H -1.44836 1.25955 1.77908
O 2.04462 2.35094 2.59367
H 1.39089 -3.96150 1.39571
O -2.73099 1.66346 -0.82232
H 2.27201 3.26677 2.68030
H -3.29272 1.07417 -1.32906
O 0.66769 0.70286 -0.23160
H -2.23890 -0.72663 0.71468
H 0.12576 0.98443 0.51017
O 2.16206 -3.37341 1.11212
H 2.83051 0.31472 1.19930
H 1.60264 -3.17556 0.34797
O -0.37689 0.00768 -4.06118
H -0.58278 0.75456 -4.64674
H 1.75084 0.07090 -3.44284
O -2.82586 -3.28136 1.37646
H -0.53714 -0.88771 -4.34934
H -2.93709 -3.57807 0.48663
O -1.47339 -1.22786 0.39695
H 1.10385 2.40827 2.93705
H -4.02665 1.88654 1.01808
O -3.41242 1.19583 1.29389
H -0.86516 -0.13810 2.25740
H 1.48311 1.44857 -0.71067
O 2.82813 -0.43747 0.56641
H -1.87244 1.59803 -1.20097
H 2.65314 -1.00846 -2.38422
O 2.47091 2.09608 -1.17287
H -2.49196 -3.92364 1.99120
H 2.14133 2.54750 -2.01572
H 2.52737 -1.15964 1.14719
H 2.99723 1.35875 -1.59077
*
```

Values from the calculation:
frontier orbital gap: 11.07 eV
relative energy (zero: lowest compared OMol25 entry of this formula, charge and spin): 2.230 eV
DFT total energy: -917.58651 Ha

***

(2)
C2H3NS | ωB97M-V/def2-TZVPD

Geometry as ORCA input:
```
! wB97M-V def2-TZVPD RIJCOSX def2/J DEFGRID3
* xyz 0 1
C -1.63442 -0.16149 0.27231
C 1.83533 -0.34344 -0.01464
N -2.53831 0.47452 -0.09659
S 3.10989 0.68540 0.04895
H 1.06951 -0.33090 0.82298
H 1.63537 -1.02736 -0.86270
H -3.47737 0.70327 -0.17032
*
```

Values from the calculation:
frontier orbital gap: 8.45 eV
relative energy (zero: lowest compared OMol25 entry of this formula, charge and spin): 2.175 eV
DFT total energy: -530.85478 Ha

***

(3)
C52H57F7N2O2P | ωB97M-V/def2-TZVPD

Geometry as ORCA input:
```
! wB97M-V def2-TZVPD RIJCOSX def2/J DEFGRID3
* xyz -1 1
C -1.56431 0.13959 -2.19103
C -0.77559 0.24503 -0.91436
C -0.41618 -1.05854 -0.25551
C -0.38756 1.43113 -0.40801
C 0.12691 2.53785 -1.29770
C 1.28232 3.34477 -0.70064
C 2.67684 2.70297 -0.65141
C 2.77061 1.55491 0.35999
C 3.24452 2.33025 -2.03416
C 2.97398 0.89451 -2.52325
N 3.24484 0.69943 -3.94088
P 2.04590 0.93506 -4.93323
N 2.41215 0.73205 -6.46198
O 0.82223 -0.03610 -4.47996
O 1.34071 2.42765 -4.74191
H -2.61544 0.04235 -1.91213
H -1.40524 1.00778 -2.82641
H -1.27287 -0.73660 -2.77065
H 0.14112 -0.87469 0.66164
H 0.24161 -1.56859 -0.96072
H -1.28533 -1.68837 -0.04150
H -0.48905 1.57838 0.65952
H 0.39543 2.13531 -2.26893
H -0.67749 3.26367 -1.49436
H 1.37717 4.22768 -1.34025
H 1.02784 3.72346 0.29403
H 3.33641 3.47993 -0.24604
H 3.80713 1.31856 0.60048
H 2.24850 1.86792 1.26292
H 2.24976 0.66453 0.01406
H 2.96098 3.06182 -2.78967
H 4.33451 2.40354 -1.95308
H 1.96168 0.57389 -2.23564
H 3.65176 0.24976 -1.94949
H 2.19415 1.55542 -7.00937
H 0.39148 -0.38117 -5.27123
H 1.82388 3.03083 -5.31646
F 0.33345 1.79874 2.58561
C 0.00730 1.46732 3.84697
C -1.22315 1.84600 4.33607
C -1.56427 1.48272 5.62885
C -0.67423 0.76375 6.41592
C 0.56653 0.40324 5.90051
C 0.91302 0.74910 4.60083
H -1.90139 2.40704 3.70715
H -2.53700 1.76058 6.01289
H -0.94803 0.47894 7.42330
H 1.26453 -0.15770 6.50755
H 1.86495 0.46667 4.17134
F -3.71082 -1.51081 6.39206
C -4.72965 -0.81256 5.84327
C -5.31226 -1.28342 4.68655
C -6.34467 -0.55670 4.11542
C -6.78228 0.62286 4.70223
C -6.18384 1.07464 5.87114
C -5.14790 0.35372 6.44882
H -4.94897 -2.19776 4.23704
H -6.80083 -0.91116 3.20135
H -7.58040 1.19076 4.24418
H -6.51271 1.99792 6.32885
H -4.66307 0.69348 7.35477
F 7.72511 0.24064 -9.32926
C 7.34268 0.01580 -8.04180
C 6.07849 0.39676 -7.64121
C 5.69059 0.16278 -6.32936
C 6.57807 -0.44049 -5.44632
C 7.84604 -0.81274 -5.87163
C 8.23991 -0.58826 -7.18592
H 5.40412 0.86771 -8.34455
H 4.69846 0.44873 -5.99526
H 6.26507 -0.61409 -4.42515
H 8.53757 -1.27999 -5.18092
H 9.22015 -0.87481 -7.54441
F 3.97558 -0.62735 3.35382
C 5.20039 -1.04387 2.96441
C 6.18614 -1.18528 3.91959
C 7.44392 -1.61148 3.51687
C 7.69723 -1.87956 2.17913
C 6.68740 -1.72650 1.23830
C 5.42352 -1.30951 1.62747
H 5.96743 -0.96229 4.95520
H 8.22809 -1.73267 4.25248
H 8.68050 -2.20748 1.86965
H 6.88100 -1.93131 0.19415
H 4.62121 -1.18908 0.91125
F -6.97548 0.86187 0.92571
C -6.50087 0.64759 -0.32358
C -6.38385 -0.64947 -0.77825
C -5.88652 -0.86204 -2.05630
C -5.50981 0.21231 -2.84984
C -5.63577 1.50681 -2.36567
C -6.13926 1.73384 -1.09284
H -6.67289 -1.47266 -0.13878
H -5.78921 -1.87205 -2.43086
H -5.11494 0.04089 -3.84191
H -5.33580 2.34566 -2.97884
H -6.24683 2.73406 -0.69596
F -0.47882 -0.82892 -7.01245
C -1.35823 0.03217 -7.55195
C -2.07500 -0.35011 -8.66726
C -2.98346 0.54769 -9.21027
C -3.15330 1.80251 -8.64187
C -2.41329 2.16177 -7.52190
C -1.50751 1.27299 -6.96299
H -1.91892 -1.33067 -9.09595
H -3.55927 0.26444 -10.08166
H -3.85976 2.50023 -9.07224
H -2.53815 3.14156 -7.08017
H -0.91946 1.52881 -6.08932
F -3.32408 -3.73981 11.91791
C -3.04570 -4.20663 10.68075
C -3.21274 -3.36784 9.59801
C -2.92240 -3.85028 8.32989
C -2.48028 -5.15663 8.16580
C -2.32387 -5.98118 9.27117
C -2.60387 -5.50655 10.54483
H -3.56456 -2.35620 9.75003
H -3.04189 -3.20505 7.47346
H -2.25739 -5.53008 7.17550
H -1.98230 -6.99986 9.14435
H -2.48286 -6.12821 11.42157
*
```

Values from the calculation:
frontier orbital gap: 5.88 eV
DFT total energy: -3316.13662 Ha

***

(4)
C6H10O | ωB97M-V/def2-TZVPD

Geometry as ORCA input:
```
! wB97M-V def2-TZVPD RIJCOSX def2/J DEFGRID3
* xyz 0 1
C -0.25917 1.59436 -1.67209
C 0.52924 1.17963 -0.43199
C 1.74686 1.66605 -0.25068
C -1.07017 -1.97489 1.08381
O -0.27829 -2.20975 2.25598
C -0.40334 -1.02546 0.11352
C 0.00439 0.17857 0.51928
H -0.51350 2.64601 -1.51738
H -1.17186 1.00887 -1.76212
H 0.34993 1.47343 -2.56499
H 2.33312 2.17751 -1.01912
H 2.23412 1.53218 0.71216
H -1.22664 -2.94130 0.59122
H -2.08023 -1.66243 1.34018
H 0.37136 -2.88054 1.98383
H -0.42145 -1.15346 -0.96092
H -0.14435 0.39119 1.57930
*
```

Values from the calculation:
SMILES: C=C(C)/C=C/CO
frontier orbital gap: 9.70 eV
relative energy (zero: lowest compared OMol25 entry of this formula, charge and spin): 1.558 eV
DFT total energy: -309.78512 Ha